DFT (ωB97M-V/def2-TZVPD) results for a 2-piece molecular cluster, ClH2O overall in a non-equilibrium geometry.

```
4
ClH2O ωB97M-V/def2-TZVPD
O -0.429 -1.214 0.108
H 0.023 -0.365 -0.100
H -0.985 -1.013 0.894
Cl 1.391 2.593 -0.902
```

Results
Relative energy (zero: lowest compared OMol25 entry of this formula, charge and spin) = 6.81 kcal per mole
HOMO = -3.66 eV
Charge = -1
Total energy = -14604.48709 eV



DFT (ωB97M-V/def2-TZVPD) results for a 2-piece molecular cluster, C3H10NO overall in a non-equilibrium geometry.

```
15
C3H10NO ωB97M-V/def2-TZVPD
O -3.043 0.147 -0.576
C -1.700 0.388 -0.645
C -1.120 -1.114 -0.231
N -0.034 -0.712 0.402
C 3.030 0.551 0.500
H -3.507 1.001 -0.552
H -1.328 0.620 -1.634
H -1.373 1.149 0.065
H -0.961 -1.627 -1.186
H -1.885 -1.607 0.363
H -0.054 -1.045 1.378
H 3.462 0.119 1.393
H 2.256 -0.109 0.146
H 3.759 0.792 -0.257
H 2.498 1.447 0.835
```

Results
Relative energy (zero: lowest compared OMol25 entry of this formula, charge and spin) = 128.45 kcal per mole
HOMO = -16.12 eV
Charge = +1
Total energy = -6798.74048 eV



DFT (ωB97M-V/def2-TZVPD) results for a 10-piece molecular cluster, C20H30F5N5O25 overall in a non-equilibrium geometry.

```
85
C20H30F5N5O25 ωB97M-V/def2-TZVPD
C 16.757 3.703 14.143
N 16.239 4.232 15.423
O 16.728 5.327 15.712
O 15.729 3.393 16.136
H 15.973 3.648 13.387
H 17.219 2.721 14.241
H 17.411 4.425 13.655
C 16.975 0.250 17.187
N 18.003 -0.794 17.655
O 17.667 -1.984 17.684
O 19.082 -0.398 18.002
H 17.353 1.239 17.447
H 16.135 0.015 17.839
H 16.737 0.116 16.132
C 13.201 3.397 17.632
N 11.769 3.055 17.904
O 10.914 3.491 17.165
O 11.522 2.489 18.934
H 13.650 3.679 18.585
H 13.404 4.156 16.876
H 13.636 2.452 17.306
C 13.364 -0.118 13.861
N 14.346 0.968 14.259
O 15.562 0.662 14.365
O 13.932 2.144 14.298
H 13.780 -1.116 13.720
H 12.845 0.274 12.986
H 12.687 -0.124 14.715
C 12.092 6.033 14.548
N 13.433 6.174 14.017
O 14.099 5.310 13.455
O 13.870 7.335 14.141
H 11.792 5.100 14.071
H 11.613 6.879 14.056
H 12.152 6.097 15.634
C 20.985 4.485 9.135
C 21.713 3.549 10.053
O 20.734 3.172 11.013
C 19.533 3.655 10.678
O 18.480 3.558 11.329
O 19.730 4.551 9.659
F 22.749 4.056 10.611
H 21.010 4.106 8.113
H 21.396 5.492 9.204
H 22.120 2.734 9.455
C 20.548 2.317 14.726
C 20.704 3.699 15.284
O 20.882 3.435 16.600
C 21.582 2.386 16.782
O 22.331 2.186 17.682
O 21.407 1.615 15.625
F 19.759 4.634 15.062
H 20.879 2.115 13.707
H 19.540 1.927 14.860
H 21.648 4.122 14.940
C 17.053 7.790 13.657
C 16.663 7.681 12.168
O 17.695 6.751 11.722
C 18.768 6.957 12.572
O 19.906 6.544 12.322
O 18.516 7.685 13.605
F 16.829 8.880 11.510
H 16.587 7.015 14.266
H 16.748 8.722 14.134
H 15.646 7.311 12.043
C 15.989 6.891 18.822
C 14.614 6.297 19.362
O 15.104 5.012 19.696
C 16.431 5.049 20.086
O 17.049 4.120 20.484
O 16.949 6.135 19.589
F 13.692 6.221 18.403
H 16.165 7.951 19.004
H 16.094 6.655 17.763
H 14.202 6.813 20.229
C 19.589 7.848 18.405
C 19.275 7.158 17.123
O 20.321 6.191 17.327
C 21.412 6.738 17.850
O 22.466 6.169 17.877
O 21.045 7.806 18.490
F 19.605 7.900 16.110
H 19.265 7.396 19.342
H 19.241 8.880 18.415
H 18.257 6.819 16.934
```

Results
Multiplicity = 2
HOMO (alpha / beta) = -12.89 / -12.89 eV
Charge = +1
Total energy = -93424.74704 eV



DFT (ωB97M-V/def2-TZVPD) results for a single C8H7FO2 molecule in a non-equilibrium geometry.

```
18
C8H7FO2 ωB97M-V/def2-TZVPD
C 0.647 0.234 1.598
C 1.257 0.045 0.405
C -0.756 0.227 1.714
C 0.547 -0.542 -0.605
C -3.008 0.767 1.029
C 2.399 -0.645 -2.345
C -1.537 0.846 0.875
C 1.019 -0.761 -1.831
O -3.505 0.151 1.940
O 2.796 -0.879 -3.464
F 0.113 -1.244 -2.724
H 1.010 0.569 2.476
H 2.383 0.128 0.377
H -1.261 -0.332 2.498
H -0.502 -0.703 -0.525
H -3.612 1.077 0.101
H 3.048 -0.292 -1.572
H -1.039 1.355 0.052
```

Results
Relative energy (zero: lowest compared OMol25 entry of this formula, charge and spin) = 76.58 kcal per mole
HOMO = -9.08 eV
Charge = 0
Total energy = -15218.38167 eV